(1)
A cluster of 9 separate species, H19O9 in total in a non-equilibrium geometry, computed with ωB97M-V/def2-TZVPD.

As for the largest force on an atom: 6.6 eV/Å. Its net charge is +1. Its HOMO-LUMO gap is 10.3 eV. For the energy relative to the best compared isomer or geometry (same formula, charge and spin), the calculation gives 98.7 kcal/mol.

Atoms and positions in Å:
1 O -0.092 3.389 -1.362
2 H 0.237 3.807 -0.613
3 H -1.087 -0.474 -3.743
4 O 1.029 2.666 1.572
5 H 1.426 2.259 0.778
6 O -2.485 -2.315 -0.784
7 H -2.263 1.730 0.196
8 H -3.158 -1.672 -0.521
9 O -1.371 2.041 0.410
10 H -0.970 3.701 -1.592
11 H 1.665 2.634 2.193
12 O 1.525 -0.268 -1.182
13 H -0.649 -3.200 0.810
14 H 2.306 -0.714 -1.309
15 O 0.092 -2.768 1.080
16 H 0.903 -3.178 0.546
17 H 1.031 -0.332 -2.019
18 O 1.892 -1.045 2.433
19 H -2.617 -3.214 -0.865
20 H 1.478 -0.866 3.370
21 O 0.191 0.076 0.980
22 H -1.310 2.559 1.233
23 H 2.250 -1.923 2.232
24 O -0.508 -0.944 -3.072
25 H -0.147 0.998 0.553
26 H 0.278 -0.779 0.213
27 H 0.982 -0.353 1.696
28 H -0.628 -1.815 -3.235

---

(2)
An isolated molecule of C5H8FN in a non-equilibrium geometry, computed with ωB97M-V/def2-TZVPD.

As for the largest force on an atom: 3.1 eV/Å. As for the SMILES: F[C@H]1CN[C@@H]2C[C@H]12. Its HOMO-LUMO gap is 10.1 eV. For the energy relative to the best compared isomer or geometry (same formula, charge and spin), the calculation gives 24.9 kcal/mol.

Atoms and positions in Å:
1 F 0.088 2.171 0.392
2 C 0.240 0.771 0.631
3 C -1.127 0.146 0.790
4 N -1.052 -1.210 0.198
5 C -0.132 -1.010 -0.883
6 C 1.322 -1.274 -0.621
7 C 0.764 0.148 -0.616
8 H 0.923 0.626 1.465
9 H -1.807 0.883 0.396
10 H -1.337 -0.044 1.839
11 H -1.957 -1.524 -0.169
12 H -0.447 -1.174 -1.918
13 H 2.086 -1.586 -1.346
14 H 1.500 -1.680 0.391
15 H 1.202 0.736 -1.381

---

(3)
A cluster of 2 separate species, C6H12O in total in a non-equilibrium geometry, computed with ωB97M-V/def2-TZVPD.

As for the largest force on an atom: 4.3 eV/Å. As for the SMILES: C=C/C(C)=C/C.O. Its HOMO-LUMO gap is 9.1 eV. For the energy relative to the best compared isomer or geometry (same formula, charge and spin), the calculation gives 64.2 kcal/mol.

Atoms and positions in Å:
1 C -1.785 -0.498 -0.694
2 C -0.475 0.009 -0.716
3 C 0.516 0.211 0.366
4 C 1.965 0.008 0.021
5 C -0.176 0.179 1.559
6 C 0.592 0.246 2.900
7 H -2.348 -0.809 0.223
8 H -2.458 -0.230 -1.484
9 H 0.000 0.078 -1.751
10 H 1.950 -0.687 -0.865
11 H 2.487 0.941 -0.208
12 H 2.439 -0.527 0.905
13 H -1.242 0.189 1.525
14 H 0.066 0.917 3.592
15 H 0.651 -0.691 3.353
16 H 1.527 0.748 2.641
17 O -1.526 0.170 -4.019
18 H -0.529 0.050 -4.186
19 H -1.654 -0.305 -3.158

---

(4)
A structure of composition C7H40B3CrO7 in a non-equilibrium geometry, computed with ωB97M-V/def2-TZVPD.

As for the largest force on an atom: 4.8 eV/Å. Its multiplicity is 4. Its HOMO-LUMO gap (spin up / spin down) is 7.1 / 8.5 eV. For the energy relative to the best compared isomer or geometry (same formula, charge and spin), the calculation gives 114.3 kcal/mol.

Atoms and positions in Å:
1 Cr 0.359 -0.531 -1.910
2 B 0.166 0.398 -0.015
3 H 0.137 0.917 0.930
4 H -0.324 -0.560 0.070
5 H -0.468 0.944 -0.697
6 H 1.183 0.249 -0.343
7 B 0.656 -2.589 -1.300
8 H 0.948 -3.622 -1.198
9 H -0.361 -2.381 -1.004
10 H 1.309 -1.975 -0.699
11 H 0.762 -2.288 -2.331
12 B -1.717 -0.478 -2.591
13 H -1.078 0.353 -2.846
14 H -1.291 -1.392 -2.976
15 H -1.595 -0.549 -1.521
16 H -2.721 -0.348 -2.963
17 C -4.755 -0.475 -0.067
18 O -3.942 0.305 0.735
19 H -5.658 -0.806 0.447
20 H -5.025 0.170 -0.903
21 H -4.269 -1.387 -0.413
22 H -3.066 0.332 0.344
23 C 0.196 -0.072 4.324
24 O -0.119 -0.732 5.521
25 H 0.031 0.990 4.511
26 H 1.234 -0.186 4.013
27 H -0.351 -0.350 3.424
28 H 0.062 -1.671 5.441
29 C -2.310 -4.496 -0.045
30 O -1.661 -3.740 0.984
31 H -3.230 -4.086 -0.462
32 H -1.563 -4.715 -0.808
33 H -2.698 -5.466 0.267
34 H -0.946 -3.226 0.600
35 C 3.185 2.233 1.222
36 O 3.531 3.392 2.011
37 H 3.088 1.318 1.805
38 H 2.244 2.544 0.768
39 H 3.862 2.049 0.388
40 H 4.161 3.070 2.660
41 C -1.324 3.393 2.404
42 O -0.738 3.079 1.147
43 H -1.523 2.504 3.002
44 H -0.711 4.058 3.012
45 H -2.289 3.861 2.209
46 H -0.182 2.297 1.141
47 C 3.497 -0.572 -0.949
48 O 2.512 -0.489 -1.973
49 H 3.092 -0.335 0.035
50 H 3.856 -1.600 -1.006
51 H 4.433 -0.017 -1.006
52 H 2.886 -0.693 -2.833
53 C 1.592 2.200 -3.716
54 O 0.819 1.627 -2.621
55 H 1.253 3.183 -4.043
56 H 2.638 2.305 -3.427
57 H 1.611 1.660 -4.662
58 H 0.615 2.397 -2.085

---

(5)
A cluster of 2 separate species, CH5NO2S in total in a non-equilibrium geometry, computed with ωB97M-V/def2-TZVPD.

As for the largest force on an atom: 5.5 eV/Å. Its HOMO-LUMO gap is 8.7 eV. For the energy relative to the best compared isomer or geometry (same formula, charge and spin), the calculation gives 108.6 kcal/mol.

Atoms and positions in Å:
1 C -0.123 0.427 -0.686
2 N -1.315 0.264 -0.189
3 O 1.558 0.674 1.274
4 O 0.393 -1.446 0.939
5 S 1.256 -0.531 0.129
6 H 0.228 1.008 -1.555
7 H 0.361 -0.848 -1.982
8 H -2.215 0.518 -0.686
9 H 1.298 0.185 2.106
10 H -1.440 -0.251 0.651

---

(6)
The ion C8H13N2O with charge +1 in a non-equilibrium geometry, computed with ωB97M-V/def2-TZVPD.

As for the largest force on an atom: 4.1 eV/Å. Its net charge is +1. As for the SMILES: C[C@@H]1C=CC=C[C@@]1(O)C(N)=[NH2+]. Its HOMO-LUMO gap is 9.2 eV. For the energy relative to the best compared isomer or geometry (same formula, charge and spin), the calculation gives 43.6 kcal/mol.

Atoms and positions in Å:
1 C 1.644 1.328 1.176
2 C 0.518 0.304 0.932
3 C 0.885 -0.978 1.620
4 C 0.736 -2.176 1.090
5 C 0.354 -2.440 -0.274
6 C 0.212 -1.342 -1.062
7 C 0.232 0.143 -0.622
8 O 1.003 0.997 -1.350
9 C -1.414 0.694 -0.779
10 N -2.482 0.002 -0.541
11 N -1.440 1.952 -1.135
12 H 2.029 0.907 2.125
13 H 1.231 2.266 1.385
14 H 2.327 1.372 0.432
15 H -0.335 0.750 1.413
16 H 1.142 -0.834 2.626
17 H 0.980 -3.007 1.744
18 H 0.023 -3.328 -0.902
19 H -0.202 -1.453 -1.968
20 H 1.010 0.693 -2.298
21 H -2.393 -1.015 -0.256
22 H -3.455 0.251 -0.643
23 H -0.453 2.270 -1.341
24 H -2.152 2.644 -1.372

---

Number 2 is which compound?
C5H8FN